Density functional theory data (ωB97M-V with the def2-TZVPD basis set) for a molecular structure, C30H33CsF4N6O4S3 in a non-equilibrium geometry.

ΔE to the lowest compared entry with this formula, charge and spin: 65.37 kJ/mol
Kohn-Sham gap: 0.2188 Ha
lowest unoccupied orbital energy: 0.12164 hartree
maximum force: 2.90 eV/A
net charge: -2

Each line ends with the Mulliken charge.
Element x y z (Å)
Cs  -1.74  0.58  1.52  1.32
C  -2.32  -3.95  2.14  -1.13
N  -2.88  -2.92  1.29  0.47
C  -2.93  -3.37  -0.09  -1.10
C  -4.22  -2.52  1.72  -1.03
C  -4.34  -1.85  3.08  -0.79
N  -3.82  -0.50  3.09  -0.29
C  -4.03  0.23  4.17  0.09
C  -3.53  1.57  4.22  0.14
F  -2.86  2.05  3.12  -0.36
C  -3.67  2.42  5.28  -0.16
F  -3.14  3.66  5.20  -0.33
C  -4.33  2.05  6.44  -0.52
C  -4.84  0.77  6.45  -0.08
F  -5.50  0.35  7.55  -0.35
C  -4.71  -0.11  5.40  0.89
F  -5.25  -1.34  5.59  -0.35
H  -2.15  -3.56  3.14  0.24
H  -1.36  -4.28  1.74  0.36
H  -2.98  -4.83  2.21  0.33
H  -3.59  -4.25  -0.22  0.34
H  -1.92  -3.65  -0.42  0.31
H  -3.29  -2.57  -0.73  0.33
H  -4.87  -3.42  1.73  0.40
H  -4.62  -1.84  0.96  0.33
H  -3.86  -2.48  3.84  0.38
H  -5.42  -1.86  3.30  0.40
H  -4.44  2.72  7.28  0.47
O  3.53  1.61  -7.62  -0.67
S  3.48  0.43  -8.45  1.17
O  4.78  -0.05  -8.91  -0.69
O  2.43  0.43  -9.47  -0.70
C  2.86  -0.91  -7.37  0.16
N  3.04  -2.15  -7.80  -0.50
C  2.48  -3.11  -7.08  -0.31
C  1.77  -2.86  -5.92  -0.68
C  1.68  -1.53  -5.52  0.40
N  2.23  -0.56  -6.26  -0.39
C  0.98  -1.12  -4.28  1.10
C  0.78  -2.01  -3.23  -0.93
C  0.09  -1.58  -2.11  -0.38
N  -0.42  -0.35  -1.98  -0.09
C  -0.21  0.50  -2.98  -0.66
C  0.49  0.17  -4.13  -0.33
H  2.61  -4.12  -7.44  0.40
H  1.29  -3.65  -5.36  0.35
H  1.17  -3.02  -3.26  0.31
H  -0.06  -2.24  -1.26  0.53
H  -0.61  1.50  -2.84  0.34
H  0.67  0.89  -4.92  0.58
C  4.26  -2.56  4.64  -0.76
O  3.01  -2.16  4.09  -0.28
C  2.97  -1.08  3.28  0.02
S  4.40  -0.23  2.95  -0.49
S  1.43  -0.69  2.75  -0.39
H  4.05  -3.48  5.19  0.21
H  4.65  -1.80  5.32  0.32
H  5.00  -2.75  3.86  0.33
C  2.16  1.00  -0.42  -0.86
N  2.82  1.85  0.60  0.91
C  3.93  2.61  -0.01  -0.97
C  1.86  2.74  1.35  -1.04
C  0.96  3.53  0.43  0.50
C  1.40  4.77  -0.04  -0.55
C  0.65  5.47  -0.97  -0.60
C  -0.55  4.92  -1.41  -0.59
C  -0.99  3.71  -0.88  -0.55
C  -0.27  2.95  0.06  -0.20
H  2.91  0.43  -0.95  0.45
H  1.60  1.63  -1.11  0.35
H  1.47  0.33  0.08  0.09
H  3.24  1.21  1.32  -0.55
H  3.54  3.26  -0.79  0.46
H  4.65  1.91  -0.44  0.28
H  4.43  3.20  0.75  0.33
H  2.46  3.39  1.98  0.59
H  1.28  2.07  1.98  0.23
H  2.34  5.20  0.31  0.38
H  0.99  6.42  -1.36  0.36
H  -1.14  5.45  -2.15  0.34
H  -1.95  3.33  -1.23  0.38